{"formula": "C5H7N3OS", "method": "wB97M-V/def2-TZVPD", "smiles": "N/C(=N\\c1ccsc1)NO", "max_force_ev_per_a": 1.81, "homo_lumo_gap_ev": 9.110, "total_energy_ha": -832.3597, "charge": 0, "species": ["C", "C", "C", "C", "C", "H", "H", "H", "H", "H", "H", "H", "N", "N", "N", "O", "S"], "xyz": [[-1.0263, -0.2981, -1.0837], [0.5850, 0.2829, 0.5974], [0.5704, 0.4012, 2.0407], [1.7959, 0.3052, 2.5878], [1.8911, 0.1600, 0.1531], [0.3210, -1.6673, -0.7536], [-0.8694, -2.1495, -1.7994], [-2.1651, -0.0858, -2.8261], [-2.3001, 1.4762, -0.6197], [-0.3824, 0.6359, 2.5273], [2.1534, 0.3560, 3.5967], [2.2466, 0.1085, -0.8481], [-0.2583, -1.3696, -1.5646], [-2.2137, -0.0348, -1.7877], [-0.6183, 0.4923, -0.1344], [-2.7491, 1.2126, -1.4850], [3.0192, 0.1740, 1.3993]], "forces_ev_per_angstrom": [[1.5, 1.0, -0.1], [0.2, 0.3, 0.3], [-1.2, 0.2, -0.8], [0.8, 0.2, 0.1], [-1.3, 0.0, -0.4], [-0.2, 0.1, -1.0], [0.2, 0.1, -0.2], [0.3, -0.1, 1.3], [-0.3, -0.5, -1.3], [0.6, -0.3, 0.1], [-0.4, 0.1, 0.4], [0.0, 0.0, -0.6], [-0.6, -0.5, 1.3], [0.8, -0.5, -0.1], [-0.7, -0.7, -0.8], [0.0, 1.0, 1.3], [0.2, -0.3, 0.4]]}